[1]
ORCA calculation (ωB97M-V with the def2-TZVPD basis set) on C53H50AsN6O4S2W as an isolated structure in a non-equilibrium geometry.

As for the spin multiplicity: 3. Its net charge is +1. As for the HOMO-LUMO gap (alpha / beta): 6.05 / 6.91 eV. The value obtained for the HOMO energy (alpha / beta) is -0.3398 / -0.3752 Eh. Its expectation value of S² is 2.4112. The value obtained for the electronic energy is -5778.15348 Ha.

Geometry as XYZ:
```
117
Properties=species:S:1:pos:R:3:forces:R:3
W 0.289 -0.137 -0.654 -0.469 0.049 0.832
C 0.864 5.641 -0.390 0.584 -1.264 -0.685
C 1.481 4.265 -0.747 1.894 0.413 0.387
C 2.093 3.640 0.534 -0.709 -0.028 -1.707
C 3.125 4.326 1.161 -0.252 -0.586 0.563
C 3.559 3.936 2.422 -0.004 -0.141 -0.781
C 2.996 2.801 3.016 0.840 0.874 -0.597
C 2.024 2.072 2.360 -0.936 -0.086 0.494
C 1.224 1.031 3.101 -1.510 0.533 0.153
C 1.389 1.008 4.637 0.098 0.045 -0.874
C 1.569 2.477 1.092 -0.608 0.546 0.433
N 0.407 1.816 0.502 -0.694 0.299 -0.457
C -0.743 2.478 0.398 2.876 -0.879 -0.032
C -1.818 1.886 -0.255 -1.796 0.010 -0.377
C -3.103 2.359 -0.590 -0.154 -0.926 0.206
C -3.761 1.241 -1.199 1.141 0.970 0.606
C -2.847 0.199 -1.255 0.474 0.538 0.684
N -1.682 0.583 -0.655 -0.179 -0.114 -0.778
H 0.063 5.853 -1.067 -0.424 0.406 -0.518
H 1.644 6.374 -0.476 0.038 0.626 0.239
H 0.461 5.592 0.601 -0.138 0.259 0.652
H 2.272 4.360 -1.547 -0.563 0.150 0.905
H 0.776 3.634 -1.215 -0.912 -0.810 -0.263
H 3.534 5.158 0.626 0.285 0.503 0.077
H 4.346 4.509 2.902 -0.068 -0.162 0.133
H 3.396 2.536 3.980 -0.294 -0.316 0.257
H 1.318 0.100 2.570 0.367 -0.843 0.204
H 0.134 1.250 2.904 0.908 0.035 0.190
H 2.292 0.509 4.944 0.556 -0.188 0.154
H 0.566 0.503 5.131 -0.211 -0.055 -0.061
H 1.434 2.034 4.999 -0.102 -0.034 0.110
H -0.763 3.492 0.706 -0.276 0.893 0.538
H -3.503 3.343 -0.328 0.125 -0.487 -0.268
H -4.754 1.164 -1.552 -0.818 0.179 -0.275
H -2.994 -0.792 -1.648 0.147 -0.103 -0.048
S -0.211 -2.273 -1.567 0.331 -0.702 0.932
C -0.590 -1.903 -3.170 -0.034 1.446 -0.745
N -0.954 -2.891 -3.993 0.671 -0.194 0.759
N -1.027 -2.622 -5.240 -1.056 0.341 -2.258
C -1.400 -3.594 -6.218 0.343 -0.541 0.906
C -0.948 -4.909 -6.067 -0.914 -0.607 -0.558
C -1.422 -5.884 -6.976 0.283 0.943 1.403
C -2.341 -5.477 -7.889 -0.804 -1.216 -1.656
C -2.692 -4.164 -8.089 -1.848 0.189 -0.904
C -2.274 -3.188 -7.238 1.668 -1.102 1.055
N -0.469 -0.624 -3.629 0.271 0.504 1.514
N -0.112 0.288 -2.718 -0.214 -1.933 -2.054
C -0.001 1.579 -3.340 -0.572 1.585 -0.436
C -1.104 2.442 -3.428 -0.150 -0.485 0.538
C -1.015 3.733 -3.913 1.199 -0.105 -0.253
C 0.205 4.195 -4.441 -0.858 -0.724 0.541
C 1.284 3.326 -4.430 0.615 0.277 -0.662
C 1.167 2.032 -3.922 1.225 -1.169 0.201
H -1.136 -1.666 -5.587 0.414 0.081 0.559
H -0.443 -5.252 -5.176 0.474 0.402 -0.063
H -1.203 -6.934 -6.887 0.258 -0.076 0.229
H -2.893 -6.217 -8.489 0.608 0.253 0.153
H -3.480 -4.007 -8.846 0.643 0.344 0.430
H -2.573 -2.184 -7.227 -0.613 1.277 -0.416
H -2.068 2.074 -3.145 -0.374 -0.128 0.454
H -1.864 4.384 -3.858 -0.406 0.107 -0.219
H 0.233 5.168 -4.903 0.312 0.204 0.090
H 2.234 3.668 -4.879 -0.574 -0.435 0.296
H 1.980 1.281 -3.999 -0.283 0.913 0.160
O -0.480 -0.912 1.118 1.833 0.729 -1.683
As -1.672 -1.694 1.917 -0.563 -1.170 1.739
C -0.774 -2.940 3.093 0.260 0.015 -0.136
C -1.264 -4.232 3.087 -0.451 -1.082 -0.372
C -0.711 -5.244 3.874 -0.221 0.497 -0.057
C 0.304 -4.911 4.741 0.454 0.438 0.252
C 0.834 -3.621 4.778 -0.677 0.640 -1.622
C 0.337 -2.628 3.901 -0.186 -0.746 0.795
C -2.449 -0.390 3.026 -1.376 1.038 0.570
C -2.184 -0.317 4.392 0.708 -0.703 -0.702
C -2.703 0.696 5.151 0.877 0.589 1.674
C -3.458 1.688 4.585 -1.135 -0.387 -0.841
C -3.888 1.568 3.249 1.205 -0.704 0.883
C -3.368 0.530 2.472 0.638 0.257 0.168
C -3.111 -2.630 1.054 -0.068 -0.842 -0.243
C -4.383 -2.504 1.657 1.193 -0.103 -0.610
C -5.447 -3.219 1.179 0.854 -1.036 -1.094
C -5.275 -4.112 0.122 0.633 -0.243 0.043
C -3.990 -4.333 -0.405 -0.219 0.177 -0.222
C -2.874 -3.619 0.060 -1.434 0.909 0.557
H -2.079 -4.531 2.417 0.255 0.326 0.292
H -1.088 -6.258 3.812 0.003 0.133 0.030
H 0.731 -5.635 5.401 0.127 -0.471 0.212
H 1.694 -3.391 5.374 0.167 0.045 0.401
H 0.790 -1.644 3.941 -0.141 -0.013 -0.253
H -1.486 -0.999 4.853 -0.095 -0.270 0.036
H -2.400 0.770 6.221 -0.374 -0.093 -0.927
H -3.824 2.485 5.201 -0.119 0.384 0.121
H -4.570 2.302 2.896 -0.375 0.348 -0.655
H -3.550 0.479 1.407 -0.388 0.027 -0.068
H -4.537 -1.911 2.527 0.069 0.628 0.410
H -6.366 -3.175 1.668 -1.435 0.268 0.627
H -6.119 -4.713 -0.232 0.349 0.321 0.049
H -3.897 -5.050 -1.227 0.193 0.197 0.385
H -1.888 -3.752 -0.354 -0.024 -0.157 -0.048
C 7.227 2.306 2.565 0.928 -1.156 0.638
C 6.191 1.562 1.770 0.087 0.632 -0.522
C 5.503 0.459 2.264 1.048 0.304 0.341
C 4.509 -0.127 1.536 -0.681 -0.802 -0.229
C 4.201 0.324 0.263 0.426 0.052 0.110
C 4.897 1.407 -0.262 -0.449 -0.452 -0.865
C 5.882 2.017 0.474 -0.441 -0.294 0.872
S 3.081 -0.590 -0.725 -0.398 1.252 -0.142
O 3.746 -1.473 -1.604 0.487 -0.535 0.026
O 2.213 0.396 -1.479 -0.108 0.429 0.058
O 2.079 -1.136 0.222 -0.559 -0.540 0.478
H 7.174 2.091 3.653 -0.258 0.343 -0.620
H 7.247 3.361 2.365 -0.374 0.526 0.070
H 8.243 1.975 2.291 -0.281 -0.098 -0.096
H 5.812 -0.019 3.192 -0.209 0.402 0.067
H 3.982 -0.954 1.990 -0.137 -0.181 -0.238
H 4.658 1.735 -1.275 0.100 0.065 0.276
H 6.338 2.890 0.058 0.449 0.353 -0.024
```
Positions in Å, forces in eV/Å.



[2]
ORCA calculation (ωB97M-V with the def2-TZVPD basis set) on H3PS2 as an isolated structure in a non-equilibrium geometry.

Its net charge is 0. As for the HOMO-LUMO gap (alpha / beta): 6.98 / 7.12 eV. The value obtained for the HOMO energy (alpha / beta) is -0.3387 / -0.3407 Eh. The value obtained for the electronic energy is -1139.43800 Ha.

Geometry as XYZ:
```
6
Properties=species:S:1:pos:R:3:forces:R:3
P 0.456 -0.440 -0.181 0.988 1.860 -0.210
S 2.387 -0.058 -0.361 -0.557 0.685 0.135
S -1.897 1.162 -0.232 1.694 -0.526 1.333
H 0.346 -1.231 -1.292 -1.186 -0.741 -0.314
H 0.464 -1.134 1.002 -0.951 -0.606 0.438
H -1.757 1.701 1.064 0.012 -0.672 -1.382
```
Positions in Å, forces in eV/Å.



[3]
ORCA calculation (ωB97M-V with the def2-TZVPD basis set) on C23H41Br12O5P as an isolated structure in a non-equilibrium geometry.

Its net charge is 0. As for the HOMO-LUMO gap: 9.48 eV. The value obtained for the HOMO energy is -0.3640 Eh. The value obtained for the electronic energy is -32506.56639 Ha.

Geometry as XYZ:
```
82
Properties=species:S:1:pos:R:3:forces:R:3
C 8.360 -2.401 -1.137 -0.308 0.267 0.148
C 8.244 -0.796 -0.907 0.112 -1.118 -0.545
C 6.907 -0.431 -0.080 1.021 0.784 -0.827
C 6.239 0.938 -0.647 0.325 0.059 -0.205
C 4.732 0.739 -1.162 0.321 0.631 0.774
C 3.798 1.991 -0.722 -0.468 -1.625 0.529
C 2.249 1.511 -0.627 -0.222 0.897 -0.094
C 1.220 2.628 -1.152 -0.062 -0.378 -0.277
C -0.292 2.417 -0.640 0.168 0.401 -0.362
C -1.319 2.390 -1.876 -0.697 -1.055 0.916
C -2.480 1.290 -1.584 -0.678 0.835 -0.458
C -3.806 2.003 -1.025 0.016 -0.969 1.398
C -5.112 1.042 -1.139 1.260 0.042 -0.920
C -6.439 1.827 -1.535 0.161 0.321 -0.221
C -7.657 1.753 -0.518 -0.466 -0.991 0.188
C -7.668 0.762 0.725 -1.043 -0.088 -0.109
C -9.175 1.098 1.231 1.724 -0.760 2.441
O -9.493 0.948 2.417 -0.196 1.011 -4.387
O -9.922 1.591 0.118 0.837 -1.507 0.932
C -9.126 1.352 -1.078 1.807 1.468 -0.537
C -9.190 -0.082 -1.789 -0.166 0.017 -1.409
P -10.728 -1.087 -1.417 -2.564 -2.064 2.517
O -11.157 -1.108 0.051 1.118 0.239 -3.046
O -12.075 -0.627 -2.386 2.320 -0.889 1.231
O -10.427 -2.730 -1.847 -0.735 2.506 0.361
H 7.878 -2.940 -0.250 0.878 0.731 -1.356
H 9.439 -2.756 -1.249 -1.419 0.524 0.160
H 7.788 -2.708 -2.085 0.793 0.467 1.408
H 9.195 -0.432 -0.393 -1.359 -0.347 -0.545
H 8.239 -0.340 -1.960 -0.109 -0.384 1.601
H 7.244 -0.267 1.004 -0.813 -0.458 -1.355
H 6.196 -1.321 -0.169 0.833 1.331 0.310
H 6.332 1.772 0.151 -0.484 -1.467 -1.321
H 6.858 1.316 -1.544 -0.771 -0.594 1.440
H 4.348 -0.228 -0.668 0.290 1.498 -0.932
H 4.743 0.644 -2.306 -0.223 -0.091 1.703
H 3.940 2.861 -1.440 -0.222 -1.016 1.019
H 4.088 2.266 0.357 -0.196 -0.041 -1.780
H 2.082 0.558 -1.234 0.240 1.238 0.823
H 1.972 1.289 0.462 0.579 0.158 -1.454
H 1.579 3.692 -0.920 -0.390 -1.562 -0.156
H 1.193 2.535 -2.291 0.155 0.293 1.454
H -0.412 1.465 -0.007 0.383 1.271 -1.067
H -0.585 3.283 0.049 0.421 -1.189 -0.883
H -1.799 3.421 -1.964 0.630 -1.390 -0.166
H -0.845 2.096 -2.868 -0.279 0.566 1.409
H -2.125 0.486 -0.844 -0.480 1.223 -1.099
H -2.779 0.749 -2.548 0.537 0.747 1.184
H -3.983 3.041 -1.453 0.258 -1.438 0.195
H -3.637 2.141 0.106 -0.219 0.165 -1.600
H -5.143 0.435 -0.182 -0.418 0.736 -1.152
H -4.859 0.303 -1.988 -0.539 0.956 1.321
H -6.154 2.938 -1.639 -0.518 -1.661 0.152
H -6.736 1.504 -2.599 0.198 0.368 1.623
H -7.828 2.786 -0.066 0.278 -1.273 -0.678
H -6.827 0.852 1.492 -1.585 0.344 -0.797
H -7.732 -0.368 0.519 0.308 1.640 -0.288
H -9.338 2.121 -1.893 -0.514 -0.918 1.422
H -8.260 -0.730 -1.618 -1.518 0.746 0.109
H -9.205 0.124 -2.924 0.037 -0.338 1.656
H -12.846 -1.132 -2.033 0.780 0.581 -0.166
H -11.125 -3.229 -1.353 0.822 0.510 -0.398
C -7.096 -3.339 2.213 -0.198 -0.058 0.099
Br -5.672 -2.459 1.232 -0.185 -0.192 0.105
Br -8.809 -3.145 1.327 0.412 0.117 0.141
Br -6.677 -5.198 2.574 -0.033 0.331 -0.105
H -7.176 -2.838 3.176 0.040 -0.110 -0.250
C 7.481 -3.081 3.415 -0.113 -0.131 0.074
Br 7.001 -4.213 1.919 0.036 0.141 0.422
Br 9.082 -2.046 3.051 -0.214 -0.101 0.000
Br 6.006 -1.953 3.964 0.304 -0.127 -0.161
H 7.711 -3.737 4.252 -0.014 0.173 -0.211
C 8.372 2.225 2.640 0.018 -0.097 -0.014
Br 9.508 2.951 4.033 -0.229 -0.109 -0.271
Br 6.493 2.549 3.002 0.361 -0.038 -0.042
Br 8.886 2.862 0.882 -0.002 -0.043 0.383
H 8.517 1.145 2.641 -0.064 0.241 0.012
C 11.898 -4.900 3.300 -0.024 0.069 -0.065
Br 10.988 -6.528 2.771 0.174 0.302 0.125
Br 11.843 -4.635 5.220 0.006 -0.072 -0.355
Br 13.711 -4.832 2.615 -0.337 -0.049 0.158
H 11.355 -4.071 2.849 0.114 -0.209 0.121
```
Positions in Å, forces in eV/Å.